Record 1
Here is a 8-piece molecular cluster, C17H53N3O8 overall from OMol25. Energies are from wB97M-V/def2-TZVPD.

```
81
Properties=species:S:1:pos:R:3:forces:R:3:mulliken_charge:R:1
C 10.63841 -26.97019 -16.72241 1.322 0.263 -0.662 -1.202
C 11.22449 -27.78664 -17.95677 -0.793 0.769 0.293 0.458
C 11.25210 -29.25271 -17.61318 -1.321 -0.459 0.646 -0.650
O 12.10830 -29.52978 -16.54996 1.930 -0.404 0.840 -0.310
C 11.98308 -30.78877 -15.85679 -0.627 0.750 -0.588 -0.742
N 10.33653 -27.52501 -19.11157 -0.727 0.118 -0.766 -0.765
H 9.73729 -27.29052 -16.19946 -0.296 -0.807 -0.881 0.333
H 10.41988 -25.95932 -17.06664 0.225 0.146 0.167 0.314
H 11.34287 -26.95113 -15.89086 0.428 0.262 -0.283 0.335
H 12.22475 -27.55402 -18.32209 0.453 0.683 1.050 0.295
H 11.50980 -29.81055 -18.51346 -0.263 -0.491 -0.023 0.285
H 10.28052 -29.44986 -17.16012 -0.758 -0.571 -1.041 0.303
H 11.05971 -30.80463 -15.27780 -0.077 0.241 0.354 0.314
H 12.84894 -30.90725 -15.20537 -0.115 0.184 -0.118 0.244
H 11.88353 -31.66888 -16.49208 0.374 0.099 -0.545 0.305
H 10.66929 -27.79505 -20.02615 0.593 -2.056 0.034 0.236
H 10.41094 -26.57968 -19.45931 -0.349 1.270 1.510 0.247
C -2.93949 -30.60022 -20.03798 -0.035 0.695 -0.809 -1.241
C -3.01882 -29.71655 -21.35594 0.651 0.082 2.629 0.251
C -3.37363 -30.57690 -22.51573 0.744 0.004 -0.579 -0.695
O -2.40426 -31.50771 -22.91863 0.044 -0.857 0.732 -0.358
C -1.25748 -31.04414 -23.54312 0.544 0.023 -2.253 -0.821
N -4.08411 -28.73987 -21.17242 -0.086 -0.281 0.525 -0.723
H -3.93474 -31.00103 -19.84583 -0.035 -0.280 -0.051 0.311
H -2.66873 -30.04217 -19.14166 0.029 0.357 -0.245 0.333
H -2.21092 -31.40534 -20.13323 -0.168 -0.102 -0.219 0.322
H -2.07843 -29.16687 -21.39612 0.157 -0.141 -0.598 0.384
H -3.62790 -29.93281 -23.35751 -0.214 0.076 -0.296 0.404
H -4.25009 -31.13369 -22.18423 -0.109 -0.265 -0.392 0.351
H -1.43776 -30.20113 -24.21016 -0.293 0.752 0.417 0.345
H -0.97394 -31.75614 -24.31820 -0.098 -0.688 0.165 0.301
H -0.30759 -30.88653 -23.03227 -0.451 0.196 1.073 0.286
H -4.90774 -29.32334 -21.20853 -0.742 0.461 0.112 0.292
H -4.14295 -28.06931 -21.92540 0.065 -0.032 -0.210 0.259
C 0.18471 -20.01021 -30.56014 -0.350 -0.500 -0.018 -1.286
C 1.65490 -20.33293 -30.26306 -0.052 0.722 -1.660 0.194
C 1.92260 -21.84496 -30.47556 -0.442 1.372 -0.138 -0.622
O 1.48951 -22.57239 -29.35889 -0.433 0.549 0.428 -0.331
C 2.38555 -23.56622 -28.94872 -0.777 -0.515 0.150 -0.732
N 2.38041 -19.51265 -31.30436 -0.414 -0.347 1.503 -0.660
H -0.12189 -18.99298 -30.31656 0.222 -0.092 0.300 0.335
H -0.51396 -20.73775 -30.14704 0.037 0.077 0.469 0.322
H 0.02154 -20.09793 -31.63428 0.197 -0.009 -0.234 0.338
H 1.94167 -19.99405 -29.26756 0.126 -0.117 -0.041 0.386
H 2.94834 -22.02393 -30.79793 0.363 -0.068 0.606 0.433
H 1.33448 -22.06624 -31.36621 -0.324 -0.568 -0.157 0.278
H 3.27271 -23.15116 -28.47042 0.596 -0.019 -0.797 0.287
H 2.43420 -24.21596 -29.82255 1.266 -0.403 0.239 0.334
H 1.95925 -24.15801 -28.13869 -0.547 0.076 -0.091 0.241
H 2.26653 -19.97339 -32.19590 0.343 0.047 -0.173 0.250
H 3.34907 -19.39833 -31.04217 0.187 -0.205 -0.385 0.233
C 12.13431 -35.56063 -23.04655 -0.021 -1.871 1.371 -0.522
O 12.64415 -35.44879 -24.31720 0.160 0.783 -1.978 -0.496
H 11.99629 -36.62793 -22.87363 0.158 -0.423 0.609 0.240
H 12.90179 -35.20706 -22.35803 -0.667 0.399 0.660 0.222
H 11.10610 -35.23480 -22.88935 0.382 1.066 -0.393 0.244
H 13.51178 -35.85847 -24.28594 -0.014 0.050 -0.270 0.313
C 13.20514 -28.89379 -24.37667 -0.749 -1.505 -0.463 -0.577
O 12.56086 -27.62885 -24.48833 0.701 -0.565 0.212 -0.486
H 12.89558 -29.50464 -23.52865 0.330 1.037 1.005 0.234
H 12.81598 -29.62157 -25.08870 0.029 0.334 -1.084 0.265
H 14.28621 -28.88002 -24.51522 -0.009 0.241 0.394 0.258
H 13.12858 -27.17345 -25.11435 -0.311 0.454 -0.054 0.305
C 3.97216 -30.35642 -19.42739 0.135 2.506 -0.422 -0.538
O 4.10332 -31.70816 -19.24651 -0.148 -1.369 -0.097 -0.480
H 4.58972 -29.79126 -18.72932 0.266 0.047 0.085 0.242
H 4.24634 -30.05255 -20.43763 0.306 0.044 -0.130 0.216
H 2.98184 -29.91188 -19.32867 -0.511 -0.754 0.337 0.226
H 4.65435 -31.99142 -19.97979 -0.039 -0.477 0.208 0.334
C 6.84923 -30.74772 -24.82770 -1.203 -0.429 -1.034 -0.486
O 6.40548 -32.00391 -24.26377 0.879 0.826 1.117 -0.516
H 6.02802 -30.03800 -24.72761 -0.257 -0.029 -0.357 0.229
H 7.67883 -30.17716 -24.41018 0.425 -1.129 0.834 0.234
H 7.09970 -30.89943 -25.87763 -0.126 0.217 -0.100 0.228
H 6.18849 -32.69738 -24.89116 0.275 0.543 -0.436 0.312
C 5.22187 -37.92833 -25.76081 -0.861 -0.878 0.292 -0.532
O 3.96949 -37.23310 -25.59329 0.920 -0.113 -0.466 -0.486
H 5.99491 -37.42347 -26.34014 -0.063 0.528 0.324 0.244
H 5.53874 -38.23839 -24.76505 0.335 0.418 -0.083 0.221
H 5.03529 -38.86469 -26.28666 -0.018 -0.185 -0.122 0.254
H 3.53570 -37.32923 -26.44428 -0.306 0.236 0.052 0.299
```
Positions in Å, forces in eV/Å.

Computed properties:
- Kohn-Sham gap: 0.3486 Eh
- LUMO energy: 0.01357 hartree
- Energy relative to the best compared isomer or geometry (same formula, charge and spin): 387.4 kJ/mol
- SMILES string: COC[C@H](C)N.COC[C@H](C)N.COC[C@H](C)N.CO.CO.CO.CO.CO
- Energy: -39331.1749 eV



Record 2
Here is a 9-piece molecular cluster, C17H54N12O9 overall from OMol25. Energies are from wB97M-V/def2-TZVPD.

```
92
Properties=species:S:1:pos:R:3:forces:R:3:mulliken_charge:R:1
C 0.13532 -2.44823 5.68949 -0.817 -0.372 -1.983 -0.923
C 1.46621 -1.92554 6.11020 -0.823 1.098 -0.675 -0.233
O 2.19827 -3.02120 6.55718 0.826 -0.296 1.494 -0.513
H -0.44720 -2.96295 6.45359 0.476 0.042 0.264 0.254
H 0.36339 -3.14595 4.88372 -0.437 -0.501 -0.064 0.268
H -0.54339 -1.73537 5.22122 0.133 0.428 0.123 0.318
H 1.19557 -1.07475 6.73551 1.108 -0.422 1.339 0.278
H 2.09972 -1.48964 5.33771 -0.657 0.384 -0.664 0.239
H 2.35830 -3.50775 5.74523 0.213 -0.372 0.137 0.312
C -0.06831 -1.80608 -0.95247 0.617 1.011 0.472 -1.029
C 1.40827 -1.36730 -0.62577 -1.092 -1.733 -0.475 -0.159
O 1.54632 0.02110 -0.55390 -0.212 0.566 -0.215 -0.525
H -0.41881 -1.36208 -1.88420 0.234 0.145 -0.094 0.266
H -0.73241 -1.42963 -0.17443 -0.015 -0.021 0.093 0.271
H -0.24930 -2.87695 -1.04521 0.528 -0.050 0.186 0.342
H 2.04828 -1.78217 -1.40447 0.157 -0.008 -0.238 0.258
H 1.75916 -1.80285 0.30979 -0.265 -0.284 0.201 0.263
H 2.49174 0.16386 -0.46787 0.049 0.400 0.061 0.311
C -3.45612 2.97277 -2.85071 -2.528 -2.054 3.473 0.648
O -4.23882 2.62732 -1.91410 1.938 0.830 -1.821 -0.687
N -3.89450 3.38700 -4.01078 -2.604 1.484 -3.039 -0.400
N -2.15101 2.83142 -2.86729 3.509 -0.360 0.749 -0.348
H -3.36298 3.90672 -4.69450 0.006 -0.238 0.319 0.195
H -4.89982 3.42051 -4.10193 0.219 0.205 0.011 0.218
H -1.63738 3.02124 -3.71596 -0.129 -0.153 0.286 0.172
H -1.63989 2.34215 -2.14656 -0.392 0.252 0.045 0.206
C -5.26400 -5.94791 -5.38695 -0.989 -2.878 1.520 0.596
O -6.34563 -6.45067 -5.15491 -0.816 -0.370 0.468 -0.656
N -5.07355 -5.01661 -6.22607 -0.053 4.814 -3.536 -0.380
N -4.12980 -6.39982 -4.87728 1.492 -2.317 2.152 -0.413
H -5.92960 -4.51103 -6.40398 0.453 0.462 -0.437 0.253
H -4.17269 -4.56135 -6.19006 -0.513 0.441 -0.405 0.193
H -4.32328 -7.30463 -4.47233 0.896 0.081 0.321 0.227
H -3.18926 -6.07110 -5.04291 -0.462 -0.217 -0.085 0.178
C 7.46293 0.98786 2.14589 0.645 2.782 -3.476 0.633
O 6.91967 1.04315 1.06122 -0.150 -0.423 -1.511 -0.671
N 7.03815 0.35033 3.12535 -3.609 -4.966 5.558 -0.343
N 8.55195 1.65898 2.44338 2.567 2.004 -1.302 -0.447
H 6.50516 -0.46154 2.84806 -0.367 0.106 0.872 0.227
H 7.49389 0.42718 4.02341 -0.289 -0.639 -0.266 0.176
H 8.86259 1.85594 3.38402 0.231 0.165 -0.688 0.190
H 8.83314 2.07369 1.56643 0.937 0.952 0.810 0.233
C -7.78068 0.72284 3.30022 -1.234 0.714 0.665 0.647
O -8.58156 0.62540 4.18342 -1.470 -0.599 2.224 -0.640
N -7.70711 1.78424 2.54827 0.577 2.976 -2.615 -0.363
N -6.90507 -0.18807 2.98354 3.060 -4.307 -0.219 -0.378
H -8.25650 2.61035 2.73752 0.165 -0.413 -0.151 0.204
H -7.01025 1.75121 1.81793 -0.342 0.795 0.049 0.154
H -6.80811 -0.98133 3.60113 -0.356 0.206 -0.068 0.209
H -6.27575 -0.24940 2.19595 -0.380 0.644 0.086 0.168
C 5.53436 -5.43149 2.23801 0.765 0.600 0.125 0.635
O 4.44507 -5.40167 2.68558 -3.784 -0.141 1.945 -0.616
N 5.79801 -5.57582 0.98418 0.029 -0.898 -5.322 -0.403
N 6.64230 -5.26059 2.90327 3.622 0.902 3.979 -0.401
H 6.69679 -5.31366 0.60526 -0.520 -0.209 -0.188 0.178
H 4.98751 -5.69926 0.39431 0.456 0.112 -0.227 0.224
H 6.58495 -4.96733 3.86805 -0.102 -0.197 -0.193 0.217
H 7.57645 -5.24873 2.51942 -0.480 -0.134 -0.102 0.167
C 1.48223 4.13450 5.04279 -1.384 -0.644 2.170 -1.404
C 0.60922 5.19864 5.82615 2.198 0.439 -1.731 0.506
C 0.05745 4.78362 7.24149 -0.710 0.929 -1.855 -0.523
O -0.88034 3.75682 7.07883 -0.850 -1.535 0.075 -0.334
C -2.19982 4.05032 6.54253 1.342 0.044 0.115 -0.684
N 1.50973 6.38675 5.93207 -1.217 0.675 0.725 -0.782
H 2.28777 3.89282 5.73619 0.250 -0.250 -0.219 0.354
H 1.89658 4.33256 4.05426 -0.338 0.756 0.161 0.393
H 0.82429 3.26932 4.96106 0.287 -0.376 -0.136 0.299
H -0.18373 5.46120 5.12587 -0.603 -0.144 0.367 0.242
H -0.52348 5.57122 7.72140 0.452 0.916 -0.169 0.275
H 0.86652 4.54757 7.93271 -0.058 -0.615 -0.191 0.316
H -2.81114 4.69745 7.17150 0.200 0.076 0.402 0.285
H -2.69945 3.08743 6.43615 0.131 0.109 0.007 0.230
H -2.11548 4.53622 5.57047 -0.043 -0.092 -0.144 0.310
H 0.84511 7.14638 5.96890 -0.083 0.663 0.915 0.244
H 1.93543 6.67403 5.06238 0.426 -0.964 -0.496 0.274
C -1.12344 -1.22128 -9.58551 1.522 -0.429 0.296 -1.381
C -0.62338 -0.42862 -8.32091 -1.870 0.184 -1.692 0.465
C -0.01242 0.88994 -8.80786 0.448 0.754 1.519 -0.649
O 0.31618 1.69079 -7.64884 -0.707 0.390 0.200 -0.343
C 1.39300 1.26935 -6.82424 -0.162 -0.146 -0.819 -0.644
N -1.79707 -0.29816 -7.44450 0.349 -0.244 0.195 -0.528
H -1.17736 -2.28705 -9.36338 -0.191 0.026 0.048 0.329
H -0.37506 -1.12127 -10.37165 0.274 -0.100 -0.035 0.344
H -2.03864 -0.93314 -10.10269 -0.270 0.471 0.746 0.378
H 0.14804 -0.96268 -7.76612 -0.106 -0.321 -0.272 0.210
H -0.68027 1.50630 -9.40968 -0.460 -0.103 0.288 0.277
H 0.87690 0.82424 -9.43466 0.307 -0.720 0.016 0.329
H 1.37125 1.77556 -5.85917 -0.171 0.398 -0.276 0.225
H 2.30182 1.51441 -7.37387 0.443 -0.227 0.349 0.276
H 1.34949 0.20906 -6.57528 0.122 -0.194 -0.202 0.289
H -2.65414 -0.05800 -7.92185 0.199 0.113 -0.185 0.232
H -1.68678 0.29931 -6.63768 0.250 0.133 -0.143 0.190
```
Positions in Å, forces in eV/Å.

Computed properties:
- Kohn-Sham gap: 0.3451 Eh
- LUMO energy: 0.00065 hartree
- SMILES string: COC[C@H](C)N.COC[C@H](C)N.NC(N)=O.NC(N)=O.NC(N)=O.NC(N)=O.NC(N)=O.CCO.CCO
- Energy: -54811.7134 eV